ORCA calculation (the ωB97M-V functional and the def2-TZVPD basis) on 3 unconnected molecules or ions with the total composition C5H16O2S.

Each line ends with the Mulliken charge.
Cartesian coordinates (Å):
H -3.6843 1.3096 -0.9221  0.31
H 0.4997 1.3875 3.2003  0.30
C 1.0476 1.4993 2.2255  -1.13
H 1.7862 -0.5854 2.0162  0.40
H -0.1259 1.1367 -1.5245  0.47
C 1.0821 0.2866 -0.0123  -0.28
C -2.7860 0.7183 -1.1941  -0.74
H -2.3473 1.3144 -2.0676  0.28
H 2.0580 1.9249 2.4225  0.32
H -2.9094 -0.3417 -1.4503  0.21
H -1.5433 -2.9018 -0.7416  0.29
H 0.0608 -0.4936 1.7024  0.13
H -1.1680 -1.7299 0.1304  0.23
H 0.2724 2.2105 -0.2185  0.51
C 1.0455 0.1060 1.4917  -0.30
O 2.2372 -2.5345 -1.6322  -0.66
H 0.4813 2.2332 1.6871  0.29
C -0.0668 1.2319 -0.4587  -0.96
H 1.4885 -2.5853 -1.0264  0.28
H 1.8765 -2.7684 -2.5094  0.33
S -1.7397 0.7953 0.2757  -0.11
H 2.0050 0.7765 -0.4325  0.39
O -0.7374 -2.3329 -0.4818  -0.59
H 1.1673 -0.6575 -0.4800  0.01

Atomic forces in eV per Å
0.116 -1.006 -0.300
0.742 0.171 -0.659
-0.217 -1.245 1.330
-0.407 0.968 -1.264
-0.392 0.094 -0.612
1.062 1.241 0.072
0.360 1.413 -0.877
-0.358 -1.060 1.202
-0.605 -0.539 -0.219
-0.472 0.586 -0.198
2.096 1.052 0.406
1.462 1.415 -0.181
0.186 0.690 0.306
-0.415 0.934 0.210
-0.694 -0.558 1.835
-0.096 -0.195 -0.658
-0.217 0.365 -0.272
0.105 -2.186 0.157
-0.187 -0.098 -0.130
0.196 0.184 0.766
1.212 0.577 -0.312
-0.484 -0.103 0.888
-2.213 -1.776 -0.793
-0.785 -0.925 -0.697

Calculated values
energy relative to the best compared isomer or geometry (same formula, charge and spin) = 1.1829 eV
structure (SMILES) = CCCCSC.O.O
Kohn-Sham gap = 9.297 eV
charge = 0

ORCA calculation (the ωB97M-V functional and the def2-TZVPD basis) on a single C4H12N2 molecule.

Each line ends with the Mulliken charge.
Cartesian coordinates (Å):
C -2.3658 0.2648 0.0978  -0.70
C 0.3740 0.6119 0.3768  -0.51
H 1.3618 0.5649 -1.2332  0.37
H 3.4277 -0.6683 -0.4673  0.27
H -0.8559 -0.1617 -1.1114  0.35
C -1.3055 -0.8149 -0.3792  -0.73
H 2.3828 1.4319 0.1978  0.30
H -1.7075 -1.7903 -0.7581  0.38
H -2.8987 -0.1323 0.9188  0.32
H 0.8060 0.9144 1.2755  0.43
H -1.4553 1.0981 0.3545  0.13
H -0.4273 -1.1571 1.4848  0.24
H 1.8503 -1.4741 -0.1609  0.31
N 2.4461 -0.6318 0.1664  -0.61
N -0.1247 -0.9480 0.3919  -0.36
C 1.7663 0.5212 -0.2842  -0.72
H -0.1607 1.5764 -0.2315  0.26
H -3.1138 0.7949 -0.6385  0.27

Atomic forces in eV per Å
2.451 1.995 -0.769
1.991 -0.585 -0.882
1.211 0.295 -3.242
-3.327 -0.166 2.306
-0.432 -0.962 -2.102
-2.294 0.932 -2.307
-1.374 -1.445 -2.101
0.323 0.930 0.262
-0.645 0.127 1.261
-1.215 0.529 2.547
-4.259 -1.933 0.218
1.106 0.691 -3.300
1.495 1.652 0.807
3.083 -2.884 -3.090
-0.978 3.002 4.931
-0.052 2.421 2.644
1.271 -3.054 1.826
1.646 -1.544 0.991

Calculated values
energy relative to the best compared isomer or geometry (same formula, charge and spin) = 5.5169 eV
structure (SMILES) = CCNCCN
Kohn-Sham gap = 9.939 eV
charge = 0

ORCA calculation (the ωB97M-V functional and the def2-TZVPD basis) on a molecular structure, F36NaP6.

Each line ends with the Mulliken charge.
Cartesian coordinates (Å):
F -3.7007 0.9080 1.3047  -0.37
F 1.5058 1.8404 1.6974  -0.35
F 1.3741 -0.5667 -1.5286  -0.27
F -3.1253 -1.3636 0.0438  -0.32
F 3.3007 -1.7455 -1.1329  -0.40
F 3.2665 -0.0037 -2.5842  -0.39
F 0.0534 2.4674 -0.6575  -0.44
F -0.3294 1.1500 -2.4690  -0.42
F 3.5217 -2.0653 -3.4708  -0.40
F 2.0599 -3.5809 2.3807  -0.42
F 1.6794 -2.8538 -2.3182  -0.37
P 2.4200 -1.3933 -2.4836  1.44
Na -0.2425 0.1069 0.0534  1.00
F -2.7908 -0.2933 -2.0419  -0.33
P 0.5573 -3.0759 2.0572  1.35
F 0.3243 -3.0284 3.7020  -0.44
F 3.1773 0.6327 2.4789  -0.38
P -2.9629 -1.7824 -1.5225  1.41
F 3.0735 1.2116 0.2847  -0.33
F -0.2895 4.3719 -1.9175  -0.44
F 3.0725 3.4397 0.7733  -0.41
F 2.9990 2.8720 3.0578  -0.43
F -1.9244 2.5978 -1.6847  -0.34
F 0.0525 -4.6654 2.0569  -0.45
P -0.4217 2.7516 -2.2019  1.42
F -1.0112 3.0781 -3.7010  -0.43
F 0.9175 -3.1232 0.5206  -0.32
F -3.1348 -3.3581 -1.0093  -0.47
F -0.9692 -2.5833 1.7274  -0.37
F -3.7629 2.6995 2.6738  -0.41
F 1.1583 2.8406 -2.6857  -0.43
F -3.3873 0.6064 3.5687  -0.44
F -4.5945 -1.7882 -1.6876  -0.43
F -1.5946 0.3100 2.2023  -0.54
F -1.9398 2.4360 1.2857  -0.33
F -1.6285 2.1284 3.4971  -0.43
P -2.7083 1.5285 2.4019  1.43
F 1.4102 -1.1078 -3.7114  -0.40
F -2.7792 -2.3385 -3.0326  -0.42
P 3.1182 2.0382 1.6636  1.32
F 4.7133 2.1059 1.6034  -0.41
F -1.3693 -1.9331 -1.2763  -0.41
F 0.9118 -1.4712 2.0820  -0.40

Atomic forces in eV per Å
0.184 0.104 0.170
-0.150 1.202 0.052
0.095 -1.090 -0.091
-0.211 0.530 -0.970
-0.062 -0.302 -1.004
-0.255 -0.222 -0.989
0.166 0.272 -0.554
-0.603 0.773 -0.506
0.244 -0.400 -0.351
0.481 0.109 0.279
0.384 0.711 0.012
-0.735 0.523 2.570
0.173 -0.049 0.106
-0.583 0.158 0.229
-1.158 1.423 0.098
-0.411 -0.116 -0.558
1.030 0.285 0.582
0.886 -2.000 2.049
0.794 0.121 -0.212
-0.973 -0.223 -0.070
-0.189 -0.307 1.046
0.832 0.324 -0.086
-0.454 0.747 -0.247
0.118 0.505 0.057
2.012 -1.013 1.121
0.547 -0.124 0.077
-0.190 -0.433 -0.512
-0.026 -0.099 -0.435
0.479 -1.093 0.601
-0.473 0.813 0.588
-0.942 0.124 -0.346
-0.368 0.404 0.148
-0.105 0.682 -0.498
-0.931 0.565 -0.719
-0.800 -0.500 0.251
-1.103 0.386 0.387
3.029 -1.328 -0.394
0.852 0.355 -0.521
-0.364 -0.025 -0.455
-2.868 -1.656 -1.677
1.030 0.335 0.657
-0.120 0.417 -0.259
0.740 -0.887 0.371

Calculated values
energy relative to the best compared isomer or geometry (same formula, charge and spin) = 0.0000 eV
Kohn-Sham gap = 8.616 eV
charge = -5

ORCA calculation (the ωB97M-V functional and the def2-TZVPD basis) on a molecular structure, C7H9Br3.

Each line ends with the Mulliken charge.
Cartesian coordinates (Å):
H -1.1685 -0.0459 1.6165  0.44
C 3.7957 -0.0143 0.0150  -0.10
H 0.4200 -1.7035 0.7978  0.26
Br 4.3849 -0.9368 1.5752  0.00
H -2.2825 -1.3390 -1.1700  0.32
C 0.3870 1.2331 0.7693  -1.01
C 1.1928 0.2885 0.3635  0.24
C 0.2725 -0.8436 0.1498  -0.98
H -1.3887 0.9665 -1.2740  0.31
Br 4.5230 1.7375 -0.1637  -0.01
H -3.2208 -0.9423 0.2701  0.32
H -2.4045 1.4533 0.0866  0.34
H 0.1629 -1.1630 -0.8833  0.32
C -2.7996 -0.5374 -0.6469  -1.16
C -1.8480 0.6158 -0.3469  -0.61
Br 3.9080 -1.0575 -1.5772  -0.01
H 0.4465 2.2592 1.0535  0.41
C -0.7624 0.2212 0.6389  0.55
H -3.6183 -0.1917 -1.2742  0.36

Atomic forces in eV per Å
-0.085 -0.069 -0.002
-1.348 0.240 0.169
-0.039 -0.052 0.037
-0.112 0.128 -0.222
0.004 -0.102 -0.032
-0.118 -0.068 0.041
2.408 -0.211 -0.320
-0.094 -0.414 -0.092
0.054 0.059 0.021
-0.126 -0.244 0.039
-0.079 -0.071 0.098
0.041 0.013 -0.110
-0.083 -0.001 -0.065
0.049 0.256 -0.033
-0.114 -0.240 0.160
-0.064 0.141 0.243
0.010 0.370 0.150
-0.214 0.346 -0.021
-0.092 -0.080 -0.062

Calculated values
energy relative to the best compared isomer or geometry (same formula, charge and spin) = 2.5858 eV
Kohn-Sham gap (spin up / spin down) = 8.202 / 7.418 eV
charge = 0

ORCA calculation (the ωB97M-V functional and the def2-TZVPD basis) on 2 unconnected molecules or ions with the total composition C4H8FN.

Each line ends with the Mulliken charge.
Cartesian coordinates (Å):
H -1.7210 2.8320 -1.2278  0.35
C -0.8087 0.0643 0.2129  -0.58
H -0.1209 1.1401 -1.3678  0.34
N 1.4243 -1.8940 -0.1733  -0.17
H 2.9284 -1.2560 1.4660  0.26
H -0.1107 -0.9146 0.1562  0.48
H -2.5154 2.1909 0.2718  0.30
C -2.0363 1.9947 -0.7223  -1.07
C -0.9575 0.9966 -0.7052  0.07
H 3.3362 -2.2034 0.0408  0.33
C 2.4573 -2.0178 0.6987  -0.68
H -2.9283 1.6419 -1.3540  0.23
H 2.3393 -3.0029 1.1279  0.33
F 1.8821 -1.3262 -1.4314  -0.20

Atomic forces in eV per Å
0.661 2.367 -0.674
1.376 -2.218 -1.046
0.225 -0.118 -0.652
-2.146 1.047 -2.440
-1.820 -0.835 -1.366
-1.562 2.288 0.587
0.815 0.042 -0.793
-3.286 -1.658 0.355
0.344 -0.664 1.644
-0.005 0.184 0.282
4.727 -0.088 0.689
1.202 0.159 0.686
-0.393 -0.076 0.902
-0.137 -0.431 1.825

Calculated values
energy relative to the best compared isomer or geometry (same formula, charge and spin) = 7.4879 eV
Kohn-Sham gap (spin up / spin down) = 7.332 / 9.304 eV
charge = 0

ORCA calculation (the ωB97M-V functional and the def2-TZVPD basis) on 2 unconnected molecules or ions with the total composition C7H11N.

Each line ends with the Mulliken charge.
Cartesian coordinates (Å):
N 1.6141 1.7386 1.0080  -0.57
C -0.5521 -0.1799 -1.4829  -0.37
H -2.7675 0.3778 1.0493  0.32
H -1.3071 -1.6430 2.0266  0.34
H 1.6159 1.1457 -1.0284  -0.01
C -1.1297 -1.0485 1.1255  -0.55
H -2.0608 1.3276 -1.0228  0.28
H 0.5510 1.3901 1.0123  0.20
C -1.5603 0.3748 -0.7933  -0.24
H 0.6620 -2.3275 0.7837  0.27
C 0.1015 -1.3047 -0.9148  -0.35
C 2.3989 1.3560 -0.1136  -0.24
H 2.9333 0.3021 0.1587  0.17
H 3.2830 2.1568 -0.3668  0.22
H 1.7812 1.5071 1.9292  0.24
H 0.9246 -1.8997 -1.5444  0.23
C -1.9613 -0.0988 0.4676  -0.47
H -0.1409 0.2137 -2.3867  0.51
C -0.0925 -1.5523 0.4337  0.03

Atomic forces in eV per Å
-5.553 0.739 -0.970
1.815 -2.229 -0.274
0.313 -0.318 -0.659
-0.494 1.189 0.291
2.524 0.782 2.119
-2.042 0.243 0.166
0.323 -0.594 -0.728
3.025 1.035 -0.984
-2.258 2.074 2.163
-1.472 0.937 0.340
1.748 0.574 -1.687
1.327 -2.119 -1.275
-0.860 2.194 -1.224
-2.371 -1.909 0.396
1.966 -0.690 1.930
-1.882 1.563 1.629
1.034 -0.638 1.515
-0.317 0.201 -0.675
3.174 -3.033 -2.074

Calculated values
energy relative to the best compared isomer or geometry (same formula, charge and spin) = 2.7683 eV
structure (SMILES) = c1ccccc1.CN
Kohn-Sham gap = 9.524 eV
charge = 0

ORCA calculation (the ωB97M-V functional and the def2-TZVPD basis) on a single C2H3ClFP molecule.

Each line ends with the Mulliken charge.
Cartesian coordinates (Å):
Cl -3.7947 -0.1727 0.2184  -0.09
P -0.8970 0.1668 0.0695  0.71
H 1.5061 0.2704 0.5831  0.31
F -1.5045 1.7120 -0.2270  -0.30
H 0.9079 1.5825 -0.6588  0.23
C -2.3458 -0.7920 -0.4536  -0.41
C 0.7199 0.8526 0.1747  -0.76
H -2.1524 -1.8365 -0.4571  0.31

Atomic forces in eV per Å
-0.465 -0.430 -0.125
0.345 3.763 -1.348
0.637 -0.478 0.157
-0.276 -2.060 0.192
-0.232 -0.673 1.163
2.641 2.180 1.153
-2.328 -1.351 -1.218
-0.322 -0.951 0.026

Calculated values
energy relative to the best compared isomer or geometry (same formula, charge and spin) = 3.6342 eV
structure (SMILES) = C=P(F)=CCl
Kohn-Sham gap (spin up / spin down) = 7.596 / 7.595 eV
charge = 0

ORCA calculation (the ωB97M-V functional and the def2-TZVPD basis) on a single C5H10O2 molecule.

Each line ends with the Mulliken charge.
Cartesian coordinates (Å):
O 1.8383 -0.0939 1.3145  -0.50
C -2.0346 -0.0939 -0.5544  -0.53
H -0.2851 1.0350 -1.2758  0.37
C -0.9435 0.9670 0.8263  -0.42
H -2.2150 -1.1701 -0.4132  0.27
C 1.8672 -0.3724 -0.0752  -0.47
H 2.6600 0.3430 1.5623  0.29
C -0.5493 0.3015 -0.5047  0.22
C 0.4738 -0.8241 -0.4840  -0.92
H 0.1558 -1.6040 0.2207  0.36
H -2.6116 0.2530 -1.4204  0.27
H -0.5300 0.4813 1.7158  0.24
H -0.7734 2.0488 0.8927  0.25
O -2.3332 0.6580 0.6265  -0.42
H 0.5256 -1.2892 -1.4775  0.34
H 2.1552 0.5221 -0.6509  0.33
H 2.5998 -1.1622 -0.3027  0.33

Atomic forces in eV per Å
0.213 0.174 0.165
-0.071 -0.221 -0.336
-0.035 -0.107 0.128
0.290 0.155 0.204
0.016 0.156 0.002
-0.018 -0.096 -0.426
-0.073 -0.071 0.007
0.067 0.020 -0.068
-0.018 -0.038 0.012
0.017 0.085 -0.088
0.084 -0.043 0.121
-0.126 0.047 -0.118
-0.026 -0.163 0.007
-0.159 0.041 0.079
0.003 0.068 0.129
-0.044 -0.116 0.097
-0.119 0.111 0.086

Calculated values
energy relative to the best compared isomer or geometry (same formula, charge and spin) = 2.3466 eV
structure (SMILES) = OCCC1COC1
Kohn-Sham gap = 10.208 eV
charge = 0